(1)
Density functional theory data (wB97M-V/def2-TZVPD) for C52H108F12N2O8P3S4 as an isolated structure at a distorted geometry.

Cartesian coordinates (Å):
1 C 11.81 19.39 8.69
2 C 11.40 20.77 9.30
3 C 10.55 21.78 8.47
4 C 10.42 23.13 9.18
5 P 9.82 24.63 8.30
6 C 8.25 24.24 7.44
7 C 7.82 25.44 6.47
8 C 6.34 25.40 6.19
9 C 5.51 25.97 7.42
10 C 11.05 25.09 6.96
11 C 12.54 25.23 7.38
12 C 13.32 26.44 6.68
13 C 14.80 26.68 6.96
14 C 9.60 26.02 9.53
15 C 9.73 27.44 8.98
16 C 9.19 28.44 10.01
17 C 9.29 29.86 9.54
18 H 11.01 18.78 8.29
19 H 12.34 18.76 9.40
20 H 12.33 19.61 7.75
21 H 12.37 21.25 9.46
22 H 10.97 20.61 10.29
23 H 9.61 21.46 8.03
24 H 11.15 22.00 7.59
25 H 11.44 23.37 9.50
26 H 9.75 22.99 10.03
27 H 7.55 24.12 8.26
28 H 8.39 23.30 6.90
29 H 8.25 25.58 5.48
30 H 7.99 26.43 6.91
31 H 6.05 24.37 5.99
32 H 6.03 25.79 5.22
33 H 6.04 25.52 8.26
34 H 4.45 25.71 7.48
35 H 5.49 27.06 7.48
36 H 10.60 26.01 6.59
37 H 10.88 24.31 6.22
38 H 13.01 24.28 7.14
39 H 12.71 25.24 8.45
40 H 12.75 27.29 7.05
41 H 13.20 26.27 5.62
42 H 14.97 26.86 8.02
43 H 15.20 27.44 6.29
44 H 15.34 25.76 6.73
45 H 10.25 25.93 10.40
46 H 8.62 25.83 9.96
47 H 9.15 27.42 8.06
48 H 10.73 27.69 8.64
49 H 9.81 28.41 10.91
50 H 8.17 28.30 10.35
51 H 8.68 30.23 8.72
52 H 10.29 30.27 9.40
53 H 8.99 30.39 10.44
54 C 7.27 23.69 19.05
55 C 7.27 23.54 17.57
56 C 6.45 22.30 17.17
57 C 4.96 22.34 17.37
58 P 3.83 21.41 16.18
59 C 4.91 19.91 15.81
60 C 4.60 19.00 14.55
61 C 3.18 18.34 14.52
62 C 2.96 17.32 15.63
63 C 2.29 20.79 16.98
64 C 1.71 21.79 18.00
65 C 0.73 21.10 18.94
66 C -0.46 20.38 18.25
67 C 3.44 22.37 14.69
68 C 3.22 23.88 14.69
69 C 2.77 24.63 13.42
70 C 2.35 26.05 13.61
71 H 7.41 24.74 19.31
72 H 8.16 23.27 19.52
73 H 6.43 23.31 19.64
74 H 8.33 23.57 17.30
75 H 6.81 24.42 17.12
76 H 6.91 21.41 17.61
77 H 6.69 22.32 16.11
78 H 4.58 23.33 17.16
79 H 4.65 22.10 18.39
80 H 4.96 19.33 16.73
81 H 5.89 20.35 15.60
82 H 5.22 18.10 14.60
83 H 4.82 19.62 13.68
84 H 3.27 17.78 13.59
85 H 2.38 19.07 14.68
86 H 2.93 16.31 15.24
87 H 2.03 17.46 16.19
88 H 3.69 17.32 16.44
89 H 2.62 19.82 17.34
90 H 1.62 20.49 16.18
91 H 1.34 22.71 17.53
92 H 2.51 22.20 18.61
93 H 0.30 21.76 19.69
94 H 1.29 20.31 19.44
95 H -1.00 19.88 19.05
96 H -0.20 19.61 17.52
97 H -1.04 21.03 17.61
98 H 2.62 21.82 14.24
99 H 4.24 22.23 13.95
100 H 4.13 24.31 15.12
101 H 2.46 24.07 15.44
102 H 1.83 24.15 13.13
103 H 3.63 24.41 12.78
104 H 2.57 26.67 12.74
105 H 2.92 26.50 14.43
106 H 1.37 25.88 14.05
107 C 10.60 22.08 17.29
108 C 10.05 21.39 15.99
109 C 9.82 19.91 16.06
110 C 9.36 19.27 14.67
111 P 10.46 17.97 14.04
112 C 12.21 18.62 13.94
113 C 12.54 19.53 12.70
114 C 13.99 20.03 12.64
115 C 14.56 20.77 13.80
116 C 10.51 16.64 15.26
117 C 9.20 16.30 16.02
118 C 9.48 15.07 17.03
119 C 8.23 14.42 17.52
120 C 9.77 17.50 12.36
121 C 8.21 17.07 12.33
122 C 7.97 16.02 11.26
123 C 8.02 16.66 9.87
124 H 9.95 22.23 18.15
125 H 11.21 22.97 17.13
126 H 11.29 21.36 17.72
127 H 10.78 21.60 15.21
128 H 9.14 21.90 15.69
129 H 9.01 19.60 16.71
130 H 10.67 19.42 16.53
131 H 9.45 20.04 13.90
132 H 8.40 18.76 14.73
133 H 12.88 17.77 13.83
134 H 12.34 19.12 14.90
135 H 11.95 20.45 12.63
136 H 12.32 19.09 11.73
137 H 14.23 20.62 11.75
138 H 14.60 19.17 12.36
139 H 14.57 21.84 13.60
140 H 15.63 20.60 13.90
141 H 14.01 20.63 14.73
142 H 11.34 16.86 15.93
143 H 10.80 15.71 14.78
144 H 8.37 16.03 15.37
145 H 8.87 17.01 16.78
146 H 10.07 15.34 17.91
147 H 10.11 14.25 16.68
148 H 8.56 13.65 18.22
149 H 7.72 13.92 16.70
150 H 7.61 15.15 18.04
151 H 10.39 16.73 11.90
152 H 9.93 18.39 11.75
153 H 7.49 17.89 12.42
154 H 8.10 16.40 13.19
155 H 6.93 15.76 11.45
156 H 8.51 15.08 11.25
157 H 7.39 17.56 9.78
158 H 7.61 15.91 9.20
159 H 9.06 16.90 9.67
160 C 7.21 24.78 13.07
161 F 7.68 25.61 12.19
162 F 7.81 24.97 14.27
163 F 5.93 24.99 13.23
164 S 7.43 22.88 12.58
165 O 8.86 22.68 12.88
166 O 6.50 22.16 13.43
167 N 7.03 22.83 10.84
168 S 6.02 21.72 10.78
169 O 6.58 20.43 11.09
170 O 4.76 22.15 11.37
171 C 5.57 21.57 8.88
172 F 5.17 22.81 8.48
173 F 6.67 21.06 8.23
174 F 4.59 20.66 8.76
175 C 11.65 24.53 13.55
176 F 10.91 24.24 14.65
177 F 11.24 23.92 12.47
178 F 12.87 24.07 13.76
179 S 11.62 26.49 13.47
180 O 11.57 26.95 14.84
181 O 10.39 26.75 12.70
182 N 12.84 26.80 12.68
183 S 13.08 28.55 12.72
184 O 14.27 28.93 13.50
185 O 11.93 29.31 13.09
186 C 13.52 28.98 10.83
187 F 14.29 30.08 10.79
188 F 12.45 28.86 10.10
189 F 14.34 28.09 10.29

HOMO level (alpha / beta)	-0.484 / -0.484	hartree
multiplicity	2
<S²>	0.76
charge	+2
F_max	7.31	eV Å⁻¹
lowest unoccupied orbital energy (alpha / beta)	-3.8 / -8.7	eV
DFT total energy	-6571.9421	Ha



(2)
Density functional theory data (wB97M-V/def2-TZVPD) for C6H12BrN2Ti as an isolated structure at a distorted geometry.

Cartesian coordinates (Å):
1 C 0.45 -3.17 -0.79
2 Ti -0.51 -1.56 0.04
3 N -1.15 -0.61 -1.99
4 H 0.89 -1.82 0.79
5 H -1.62 -1.74 1.24
6 H 0.69 -3.81 0.09
7 H 1.33 -3.06 -1.46
8 H -0.38 -3.69 -1.36
9 H -0.55 0.17 -2.12
10 H -2.09 -0.26 -1.72
11 H -1.28 -1.14 -2.85
12 Br 1.64 4.15 -0.75
13 C 0.87 2.72 0.19
14 C 0.36 2.91 1.44
15 C -0.17 1.80 2.14
16 C -0.16 0.56 1.55
17 N 0.29 0.41 0.27
18 C 0.85 1.46 -0.42
19 H 0.39 3.89 1.91
20 H -0.59 1.90 3.14
21 H -0.47 -0.35 2.07
22 H 1.22 1.25 -1.42

HOMO level (alpha / beta)	-0.044 / -0.140	hartree
multiplicity	3
<S²>	2.02
charge	-1
F_max	2.70	eV Å⁻¹
lowest unoccupied orbital energy (alpha / beta)	2.9 / 2.9	eV
DFT total energy	-3768.6760	Ha



(3)
Density functional theory data (wB97M-V/def2-TZVPD) for C19H33BBr3FN4O10P2Si as an isolated structure at a distorted geometry.

Cartesian coordinates (Å):
1 C 5.12 -3.41 1.09
2 C 4.15 -4.49 0.57
3 O 4.57 -5.54 0.17
4 O 2.77 -4.31 0.57
5 C 2.35 -3.52 -0.56
6 C 1.08 -2.67 -0.12
7 C 1.21 -1.31 -0.84
8 C 0.05 -0.24 -0.80
9 P -1.59 -1.25 -1.00
10 P -2.26 -2.38 0.67
11 O -2.75 -3.67 0.10
12 O -1.24 -2.79 1.90
13 O -3.63 -1.74 1.40
14 C 0.22 0.52 -2.20
15 C -0.36 -0.14 -3.45
16 Br 0.84 -1.20 -4.60
17 C -1.62 -0.03 -3.96
18 C -2.70 0.80 -3.26
19 Br -2.19 -0.88 -5.62
20 C 0.01 2.05 -2.22
21 N 0.89 2.59 -3.34
22 C 0.22 3.47 -3.95
23 O -0.15 4.40 -4.51
24 N 0.49 2.76 -0.99
25 B 1.97 2.82 -0.86
26 O 2.59 4.07 -0.99
27 O 2.84 1.72 -0.66
28 C -0.22 2.04 -0.01
29 N -1.24 2.73 0.49
30 F -1.45 3.99 0.09
31 C -2.21 2.21 1.44
32 O -2.83 1.01 1.01
33 C -4.25 1.17 1.19
34 C -4.75 0.79 2.60
35 O -4.91 1.59 0.31
36 N 0.01 0.70 0.33
37 Si 0.78 0.47 1.90
38 C -0.51 -0.01 3.24
39 C 2.30 -0.57 2.24
40 C 1.30 2.23 2.52
41 H 4.59 -2.66 1.73
42 H 5.66 -2.89 0.27
43 H 5.88 -3.89 1.73
44 H 2.10 -4.21 -1.40
45 H 3.14 -2.78 -0.85
46 H 1.12 -2.68 0.98
47 H 0.22 -3.30 -0.43
48 H 2.17 -0.76 -0.63
49 H 1.34 -1.59 -1.92
50 H -1.17 -2.25 -1.93
51 H -1.79 -3.12 2.63
52 H -3.93 -2.42 2.03
53 H 1.32 0.45 -2.39
54 H -2.50 1.06 -2.21
55 H -3.64 0.18 -3.25
56 H -2.97 1.69 -3.88
57 H -1.00 2.44 -2.41
58 H 3.08 4.29 -0.19
59 H 3.15 1.37 -1.51
60 H -3.02 2.98 1.54
61 H -1.77 2.15 2.47
62 H -4.00 0.12 3.08
63 H -4.78 1.72 3.21
64 H -5.71 0.24 2.58
65 H -1.48 -0.32 2.77
66 H -0.76 0.84 3.91
67 H -0.09 -0.81 3.89
68 H 3.03 -0.73 1.42
69 H 1.97 -1.55 2.67
70 H 2.88 -0.10 3.07
71 H 1.56 2.04 3.60
72 H 0.46 2.95 2.54
73 H 2.23 2.60 2.05
74 Br -2.23 4.96 -5.01

HOMO level	-0.197	hartree
F_max	4.64	eV Å⁻¹
lowest unoccupied orbital energy	-2.1	eV
DFT total energy	-10534.0565	Ha



(4)
Density functional theory data (wB97M-V/def2-TZVPD) for C26H24ClIN4O5PtS as an isolated structure.

Cartesian coordinates (Å):
1 Pt 1.09 0.62 -1.13
2 Cl 3.95 -5.58 -1.82
3 C 3.66 -3.89 -1.53
4 C 4.70 -3.08 -1.16
5 C 4.50 -1.71 -0.90
6 I 6.07 -0.47 -0.36
7 C 3.24 -1.15 -0.98
8 O 2.96 0.08 -0.68
9 C 2.18 -2.00 -1.41
10 N 0.97 -1.37 -1.56
11 C -0.07 -2.06 -1.98
12 C 0.02 -3.44 -2.24
13 C 1.21 -4.09 -2.09
14 C 2.36 -3.37 -1.68
15 H 5.70 -3.50 -1.07
16 H -0.98 -1.52 -2.14
17 H -0.86 -3.97 -2.58
18 H 1.31 -5.15 -2.30
19 C 3.33 3.69 5.30
20 C 3.08 3.67 3.82
21 C 3.63 2.69 3.01
22 C 3.42 2.69 1.64
23 C 2.64 3.69 1.07
24 C 2.08 4.68 1.86
25 C 2.30 4.67 3.23
26 S 2.39 3.68 -0.67
27 O 3.56 3.11 -1.26
28 O 1.91 4.97 -1.07
29 N 1.19 2.61 -0.89
30 C -0.15 2.86 -1.08
31 C -0.92 4.01 -1.01
32 C -2.26 3.89 -1.34
33 C -2.79 2.66 -1.73
34 C -1.96 1.55 -1.76
35 N -0.68 1.66 -1.42
36 H 3.81 2.77 5.63
37 H 2.41 3.82 5.86
38 H 3.99 4.52 5.57
39 H 4.23 1.91 3.45
40 H 3.85 1.92 1.00
41 H 1.50 5.47 1.39
42 H 1.87 5.45 3.85
43 H -0.47 4.96 -0.75
44 H -2.89 4.76 -1.31
45 H -3.83 2.56 -2.03
46 H -2.30 0.58 -2.07
47 O -4.04 -1.28 -2.34
48 C -3.82 -1.48 -1.18
49 O -2.64 -1.20 -0.63
50 C -4.85 -2.05 -0.19
51 N -4.17 -2.40 1.07
52 C -4.10 -3.88 1.17
53 C -4.47 -4.39 -0.22
54 C -5.46 -3.34 -0.73
55 H -5.59 -1.26 -0.04
56 H -4.64 -1.99 1.87
57 H -2.73 -1.52 0.31
58 H -4.82 -4.24 1.91
59 H -3.11 -4.19 1.48
60 H -4.89 -5.39 -0.19
61 H -3.59 -4.41 -0.86
62 H -6.45 -3.49 -0.29
63 H -5.56 -3.31 -1.81

HOMO level	-0.281	hartree
energy relative to the best compared isomer or geometry (same formula, charge and spin)	0.00	kcal per mole
F_max	0.47	eV Å⁻¹
lowest unoccupied orbital energy	-0.4	eV
DFT total energy	-2875.8616	Ha



(5)
Density functional theory data (wB97M-V/def2-TZVPD) for an isolated molecule of C4H9NO2.

Cartesian coordinates (Å):
1 C -2.05 -0.76 -0.36
2 C -0.59 -0.41 -0.59
3 O -0.53 0.75 -1.39
4 C 0.13 -0.23 0.75
5 N 1.58 -0.06 0.62
6 C 2.14 1.13 0.28
7 O 1.51 2.14 0.00
8 H -2.17 -1.73 0.13
9 H -2.57 -0.79 -1.32
10 H -2.53 0.01 0.26
11 H -0.10 -1.25 -1.12
12 H 0.08 1.39 -0.99
13 H -0.27 0.65 1.25
14 H -0.04 -1.10 1.39
15 H 2.19 -0.84 0.78
16 H 3.24 1.11 0.28

HOMO level	-0.367	hartree
SMILES	C[C@@H](O)CNC=O
energy relative to the best compared isomer or geometry (same formula, charge and spin)	16.77	kcal per mole
F_max	0.43	eV Å⁻¹
lowest unoccupied orbital energy	0.7	eV
DFT total energy	-363.0588	Ha



(6)
Density functional theory data (wB97M-V/def2-TZVPD) for a 2-piece molecular cluster, C13H28IN2O overall at a distorted geometry.

Cartesian coordinates (Å):
1 I -0.95 1.75 4.37
2 C -1.74 2.58 2.50
3 C -0.37 2.71 1.61
4 C -0.82 1.89 0.32
5 N -1.58 0.76 0.98
6 C -2.66 1.50 1.72
7 C -3.71 0.67 2.56
8 C -5.19 0.75 1.76
9 C -5.79 2.29 1.59
10 O -6.34 1.20 2.57
11 H -2.37 3.51 2.58
12 H -0.22 3.82 1.47
13 H 0.54 2.18 2.00
14 H -1.50 2.62 -0.22
15 H -0.04 1.62 -0.45
16 H -1.83 -0.06 0.41
17 H -0.89 0.37 1.67
18 H -3.23 1.97 0.87
19 H -3.94 1.14 3.57
20 H -3.48 -0.43 2.65
21 H -5.36 0.00 0.88
22 H -6.07 2.12 0.52
23 H -4.94 2.89 1.99
24 C 3.35 -0.22 -3.66
25 C 2.60 -0.52 -2.37
26 N 2.23 -1.92 -2.22
27 C 1.29 -2.16 -1.13
28 C 1.76 -1.87 0.29
29 C 3.32 -2.89 -2.32
30 C 4.49 -2.75 -1.34
31 H 2.78 -0.54 -4.53
32 H 3.51 0.86 -3.74
33 H 4.33 -0.69 -3.68
34 H 1.68 0.08 -2.38
35 H 3.20 -0.17 -1.52
36 H 0.93 -3.19 -1.18
37 H 0.40 -1.55 -1.32
38 H 2.44 -2.64 0.66
39 H 0.90 -1.86 0.97
40 H 2.25 -0.90 0.38
41 H 3.73 -2.84 -3.33
42 H 2.92 -3.90 -2.24
43 H 4.82 -1.71 -1.22
44 H 5.34 -3.32 -1.70
45 H 4.24 -3.15 -0.35

HOMO level	-0.388	hartree
charge	+1
energy relative to the best compared isomer or geometry (same formula, charge and spin)	0.00	kcal per mole
F_max	6.21	eV Å⁻¹
lowest unoccupied orbital energy	-3.3	eV
DFT total energy	-994.1496	Ha



(7)
Density functional theory data (wB97M-V/def2-TZVPD) for an isolated molecule of C10H17N2O2P at a distorted geometry.

Cartesian coordinates (Å):
1 C -3.25 0.59 -2.26
2 C -2.13 0.10 -1.41
3 N -1.18 -0.71 -1.94
4 C -0.14 -1.07 -1.19
5 C 0.29 -0.39 -0.05
6 P 1.98 -0.67 0.34
7 C 2.02 -2.25 1.23
8 C 2.78 -0.76 -1.31
9 O 2.83 0.34 1.07
10 C -0.60 0.66 0.52
11 C 0.01 2.07 0.19
12 C -0.73 0.71 2.02
13 N 0.43 0.57 2.77
14 O -1.82 0.90 2.54
15 C -2.06 0.46 0.00
16 H -4.05 1.19 -1.89
17 H -3.73 -0.34 -2.75
18 H -2.73 0.99 -3.26
19 H 0.47 -1.86 -1.44
20 H 1.53 -3.13 0.72
21 H 3.09 -2.45 1.43
22 H 1.45 -2.02 2.24
23 H 3.70 -1.15 -1.09
24 H 2.24 -1.22 -2.09
25 H 3.01 0.24 -1.45
26 H -0.82 2.79 0.43
27 H 0.32 1.98 -0.93
28 H 1.02 2.13 0.73
29 H 1.22 0.35 2.28
30 H 0.26 0.75 3.77
31 H -2.65 1.37 0.13
32 H -2.76 -0.17 0.64

HOMO level	-0.313	hartree
SMILES	CC1=NC=C(P(C)(C)=O)[C@](C)(C(N)=O)C1
energy relative to the best compared isomer or geometry (same formula, charge and spin)	0.00	kcal per mole
F_max	5.00	eV Å⁻¹
lowest unoccupied orbital energy	-0.2	eV
DFT total energy	-992.5622	Ha



(8)
Density functional theory data (wB97M-V/def2-TZVPD) for an isolated ion of composition C6H12N3O2S and charge +1 at a distorted geometry.

Cartesian coordinates (Å):
1 C 2.79 1.28 0.39
2 C 2.72 -0.25 0.25
3 S 1.13 -0.94 0.73
4 C 0.00 -0.74 -0.74
5 O 0.50 -1.29 -1.84
6 N -1.29 -1.26 -0.40
7 C -2.15 -0.61 0.38
8 N -3.35 -1.14 0.58
9 C -1.78 0.69 0.87
10 C -0.98 1.52 -0.31
11 O -0.99 2.70 -0.30
12 N -0.25 0.76 -1.02
13 H 2.52 1.71 -0.60
14 H 2.23 1.70 1.13
15 H 3.91 1.60 0.39
16 H 3.28 -0.74 1.01
17 H 3.21 -0.75 -0.61
18 H 0.85 -2.24 -1.73
19 H -1.55 -2.13 -0.91
20 H -3.87 -0.68 1.32
21 H -3.53 -2.16 0.49
22 H -1.05 0.52 1.55
23 H -2.67 1.34 1.14
24 H 0.36 1.12 -1.75

HOMO level	-0.477	hartree
SMILES	CCS[C@@]1(O)NC(=[NH2+])CC(=O)N1
charge	+1
energy relative to the best compared isomer or geometry (same formula, charge and spin)	13.79	kcal per mole
F_max	7.05	eV Å⁻¹
lowest unoccupied orbital energy	-3.6	eV
DFT total energy	-948.5112	Ha